Record 1
Here is C18H28BF4N6ORuS2Si as an isolated structure in a non-equilibrium geometry from the OMol25 dataset. Energies are from the ωB97M-V functional and the def2-TZVPD basis.

XYZ file:
```
62
C18H28BF4N6ORuS2Si, DFT the ωB97M-V functional and the def2-TZVPD basis
Ru 0.352 -1.076 -0.051
C 3.496 -0.869 1.344
C 3.025 -2.330 1.393
N 2.220 -2.672 0.224
C 2.911 -3.008 -1.013
C 3.443 -1.820 -1.814
S 2.266 -0.418 -2.033
C 3.138 0.938 -1.152
C 2.646 1.203 0.276
N 2.359 -0.023 1.003
H 3.925 -0.605 2.319
H 4.272 -0.746 0.588
H 3.896 -2.993 1.490
H 2.383 -2.456 2.272
H 1.611 -3.447 0.474
H 3.764 -3.679 -0.817
H 2.192 -3.538 -1.642
H 4.354 -1.413 -1.384
H 3.664 -2.172 -2.822
H 4.202 0.717 -1.178
H 2.963 1.825 -1.759
H 3.410 1.813 0.784
H 1.713 1.776 0.231
H 1.815 0.179 1.842
C -4.103 3.542 1.910
Si -2.200 3.573 1.777
C -1.445 2.920 3.397
C -1.505 5.335 1.508
C -1.820 2.655 0.141
C -2.153 3.208 -1.091
C -1.936 2.511 -2.271
C -1.362 1.248 -2.207
N -1.006 0.717 -1.050
C -1.245 1.384 0.089
S -0.750 0.518 1.506
H -4.449 4.121 2.761
H -4.460 2.525 2.042
H -4.584 3.942 1.022
H -1.694 3.590 4.217
H -0.363 2.847 3.352
H -1.823 1.936 3.654
H -1.753 5.975 2.348
H -1.901 5.808 0.616
H -0.423 5.328 1.416
H -2.597 4.193 -1.132
H -2.197 2.940 -3.225
H -1.175 0.657 -3.095
F -0.543 -2.874 1.261
B -1.325 -2.686 2.527
F -0.451 -2.023 3.348
F -1.648 -3.926 2.962
F -2.410 -1.941 2.181
N -1.426 -4.009 -1.351
C -1.067 -3.073 -2.256
O -0.177 -2.235 -2.013
C -1.710 -3.116 -3.547
C -2.635 -4.111 -3.839
N -3.402 -4.955 -4.012
C -1.511 -2.069 -4.441
N -1.384 -1.172 -5.154
H -2.198 -4.625 -1.545
H -1.190 -3.846 -0.382
```

Values from the calculation:
- Energy relative to the best compared isomer or geometry (same formula, charge and spin): 96.2 kcal/mol
- HOMO energy (spin up / spin down): -7.49 / -7.52 eV
- 2S+1: 2
- Total charge: 0
- ⟨S²⟩: 1.010
- Total energy: -73790.3680 eV
- Gap between HOMO and LUMO (spin up / spin down): 4.710 / 5.690 eV

Atom charges from the Löwdin analysis, given in e for atoms 1 to 4: 1.1360 -0.1710 -0.1665 -0.1262

Record 2
Here is an isolated molecule of C3H3IN2O in a non-equilibrium geometry from the OMol25 dataset. Energies are from the ωB97M-V functional and the def2-TZVPD basis.

XYZ file:
```
10
C3H3IN2O, DFT the ωB97M-V functional and the def2-TZVPD basis
C 1.242 1.181 0.094
C 2.083 0.437 -0.689
C -1.054 -0.676 0.562
N 0.012 1.391 0.410
N -2.042 -1.298 -0.097
O -0.936 0.464 -0.085
I 3.758 -0.512 0.064
H 1.697 2.158 0.472
H -2.240 -2.279 0.167
H -2.520 -0.866 -0.899
```

Values from the calculation:
- Energy relative to the best compared isomer or geometry (same formula, charge and spin): 150.2 kcal/mol
- HOMO energy (spin up / spin down): -8.97 / -8.91 eV
- Total charge: 0
- Total energy: -16280.4820 eV
- Gap between HOMO and LUMO (spin up / spin down): 7.111 / 7.185 eV

Atom charges from the Löwdin analysis, given in e for atoms 1 to 4: -0.4173 -0.4986 -0.1962 0.0350